C4H8ILiO2S | ωB97M-V with the def2-TZVPD basis set

The charge is 0. The value obtained for the energy above the lowest of the compared OMol25 structures with the same formula, charge and spin is 225.8 kJ/mol.

The geometry in XYZ format:
```
17
C4H8ILiO2S ωB97M-V with the def2-TZVPD basis set
Li -3.98590 8.42496 -5.10855
I -0.65835 6.73505 -2.65406
C 1.33988 -1.21940 -0.26708
C 1.38922 -1.26061 1.22671
C -0.00137 -1.57613 1.71837
S -1.21547 -0.74519 0.58059
O -1.69844 0.53701 1.04361
O -2.10388 -1.70796 -0.06109
C 0.11384 -0.30245 -0.63392
H 1.27984 -2.25794 -0.59257
H 2.19008 -0.74798 -0.76006
H 1.68852 -0.28868 1.61897
H 2.12284 -1.98410 1.58233
H -0.35094 -1.32006 2.71853
H -0.20713 -2.64559 1.67342
H 0.36414 0.73918 -0.43282
H -0.26686 -0.38007 -1.65233
```